Entry 1:
{"formula": "C7H16BCl4NO3", "method": "wB97M-V/def2-TZVPD", "smiles": "CCB(O)OC(N)=O.ClCCCl.ClCCCl", "de_lowest_ev": 0.000, "gap_ev": 10.84, "mol_weight_g_mol": 314.833, "lumo_energy_ha": 0.01466, "fmax_ha_per_bohr": 0.01244, "energy_ev": -65920.7609, "symbols": ["C", "C", "B", "O", "O", "C", "N", "O", "H", "H", "H", "H", "H", "H", "H", "H", "Cl", "C", "C", "Cl", "H", "H", "H", "H", "Cl", "C", "C", "Cl", "H", "H", "H", "H"], "coordinates": [[-2.19, 1.32, -0.79], [-1.87, 2.68, -1.46], [-0.33, 2.95, -1.52], [0.53, 2.00, -2.06], [0.27, 4.11, -1.07], [-0.45, 5.07, -0.40], [-0.96, 6.03, -1.24], [-0.55, 5.08, 0.80], [-2.37, 1.46, 0.28], [-3.09, 0.88, -1.22], [-1.37, 0.61, -0.91], [-2.22, 2.63, -2.51], [-2.46, 3.47, -0.99], [0.74, 2.17, -2.98], [-1.80, 6.45, -0.86], [-1.10, 5.72, -2.19], [0.80, -0.13, 0.98], [0.12, -1.05, 2.35], [-0.82, -2.13, 1.90], [-2.34, -1.47, 1.21], [-0.38, -0.34, 3.02], [0.96, -1.50, 2.87], [-1.10, -2.75, 2.75], [-0.37, -2.76, 1.14], [2.15, -3.89, -1.25], [3.26, -4.80, -0.19], [2.51, -5.52, 0.90], [1.78, -4.38, 2.06], [3.98, -4.09, 0.22], [3.78, -5.52, -0.81], [3.20, -6.15, 1.47], [1.71, -6.13, 0.50]]}

***

Entry 2:
{"formula": "C27H46BrNOP2SSn", "method": "wB97M-V/def2-TZVPD", "total_charge": 4, "de_lowest_ev": 3.274, "gap_ev": [6.20, 4.94], "mol_weight_g_mol": 693.301, "lumo_energy_ha": [-0.45668, -0.50088], "fmax_ha_per_bohr": 0.07138, "energy_ev": -137523.4085, "symbols": ["N", "C", "C", "C", "C", "C", "C", "Sn", "P", "C", "C", "C", "C", "C", "C", "C", "Br", "H", "H", "H", "H", "H", "H", "H", "H", "H", "H", "P", "C", "C", "H", "H", "H", "H", "H", "C", "C", "H", "H", "H", "H", "H", "C", "C", "H", "H", "H", "H", "H", "C", "C", "H", "H", "H", "H", "H", "C", "C", "H", "H", "H", "H", "H", "C", "C", "H", "H", "H", "H", "H", "C", "S", "C", "O", "H", "H", "H", "H", "H", "H"], "coordinates": [[5.80, -5.79, 3.64], [4.59, -6.32, 3.56], [3.53, -5.61, 3.00], [3.70, -4.30, 2.43], [5.05, -3.85, 2.46], [6.04, -4.63, 3.10], [2.46, -3.59, 1.94], [-0.35, 0.41, -0.73], [-1.25, 1.68, -3.87], [2.39, -2.47, 1.13], [1.36, -2.22, 0.17], [1.60, -1.48, -1.01], [0.65, -1.54, -2.08], [-0.62, -2.16, -1.79], [-0.71, -2.91, -0.63], [0.21, -2.96, 0.37], [-2.48, -2.20, -2.16], [1.50, -4.06, 2.27], [3.27, -1.83, 1.00], [2.56, -6.13, 3.04], [5.35, -2.92, 2.00], [4.49, -7.33, 3.97], [7.08, -4.27, 3.16], [2.62, -1.05, -1.07], [0.09, -3.61, 1.22], [1.02, -1.30, -3.11], [-1.65, -3.40, -0.44], [-0.08, 2.20, 1.04], [-1.39, -0.11, -4.26], [-1.69, -0.48, -5.73], [-2.22, -0.41, -3.55], [-0.55, -0.67, -3.80], [-1.96, -1.54, -5.80], [-2.52, 0.10, -6.18], [-0.81, -0.24, -6.32], [0.47, 2.34, -3.69], [0.71, 3.50, -4.66], [1.16, 1.52, -3.94], [0.62, 2.62, -2.63], [1.78, 3.72, -4.65], [0.44, 3.26, -5.69], [0.16, 4.39, -4.34], [-2.49, 2.20, -2.67], [-3.77, 2.81, -3.35], [-2.04, 3.01, -2.05], [-2.75, 1.35, -1.99], [-4.26, 3.51, -2.65], [-3.44, 3.36, -4.26], [-4.50, 2.04, -3.65], [-1.52, 3.14, 1.62], [-1.12, 4.08, 2.78], [-2.31, 2.43, 1.96], [-1.93, 3.76, 0.79], [-0.94, 3.48, 3.69], [-0.20, 4.64, 2.53], [-1.93, 4.80, 2.96], [1.07, 3.35, 0.18], [2.43, 2.76, -0.15], [1.20, 4.23, 0.83], [0.58, 3.69, -0.75], [3.03, 2.52, 0.75], [2.38, 1.85, -0.78], [3.00, 3.53, -0.69], [0.78, 1.48, 2.48], [-0.04, 0.80, 3.62], [1.38, 2.30, 2.92], [1.50, 0.75, 2.08], [0.71, 0.24, 4.20], [-0.53, 1.52, 4.30], [-0.80, 0.10, 3.21], [-3.16, -1.88, 3.11], [-3.16, -1.01, 1.50], [-4.40, 0.20, 2.09], [-1.76, -0.37, 1.32], [-4.18, -2.07, 3.42], [-2.52, -1.33, 3.81], [-2.67, -2.81, 2.85], [-4.05, 0.75, 3.00], [-4.68, 0.87, 1.27], [-5.29, -0.42, 2.36]]}

***

Entry 3:
{"formula": "C5H9NO", "method": "wB97M-V/def2-TZVPD", "smiles": "CC1(C)CNC1=O", "de_lowest_ev": 0.781, "gap_ev": 10.48, "mol_weight_g_mol": 99.133, "lumo_energy_ha": 0.03135, "fmax_ha_per_bohr": 0.00904, "energy_ev": -8868.4316, "symbols": ["C", "C", "C", "C", "N", "C", "O", "H", "H", "H", "H", "H", "H", "H", "H", "H"], "coordinates": [[-0.44, -0.01, 1.58], [-0.05, 0.14, 0.11], [0.04, 1.61, -0.32], [1.11, -0.78, -0.36], [0.17, -1.39, -1.29], [-0.92, -0.70, -0.84], [-2.10, -0.74, -1.10], [-1.42, 0.45, 1.75], [0.29, 0.49, 2.22], [-0.51, -1.06, 1.87], [0.24, 2.27, 0.53], [-0.91, 1.92, -0.77], [0.83, 1.77, -1.06], [1.96, -0.28, -0.85], [1.48, -1.47, 0.41], [0.23, -2.22, -1.87]]}

***

Entry 4:
{"formula": "C4H8ClOP", "method": "wB97M-V/def2-TZVPD", "smiles": "CP(O)Cl.C#CC", "de_lowest_ev": 2.542, "gap_ev": 9.51, "mol_weight_g_mol": 138.534, "lumo_energy_ha": 0.02894, "fmax_ha_per_bohr": 0.12650, "energy_ev": -28134.9804, "symbols": ["C", "P", "O", "Cl", "H", "H", "H", "H", "C", "C", "C", "H", "H", "H", "H"], "coordinates": [[-2.33, -1.45, -0.12], [-2.66, 0.06, 0.76], [-1.17, 0.66, 0.56], [-3.81, 1.18, -0.49], [-1.63, -1.09, -0.81], [-1.83, -2.22, 0.43], [-3.21, -1.94, -0.52], [-0.66, 0.93, 1.34], [2.01, 1.89, 0.77], [2.43, 0.90, 0.18], [2.81, -0.19, -0.67], [1.60, 2.63, 1.27], [2.72, 0.13, -1.78], [1.99, -0.85, -0.44], [3.75, -0.65, -0.47]]}

***

What is the formula in the second record? C27H46BrNOP2SSn